[1]
Below is C23H34IrNO as an isolated structure at a distorted geometry, with properties calculated with ωB97M-V/def2-TZVPD.

Cartesian coordinates (Å):
H (-0.049, -1.301, -3.287)
C (-3.565, 2.420, -0.339)
C (0.499, 1.098, 3.589)
C (0.884, -2.037, 0.997)
C (-0.158, -2.901, 0.517)
C (0.555, -1.552, -1.250)
H (1.709, -1.384, -3.042)
H (-3.360, 0.929, -2.467)
H (-2.763, -1.156, 2.173)
H (-3.030, 2.995, 0.422)
H (2.278, -2.930, 2.350)
H (-0.534, -0.174, 4.862)
C (-2.411, 0.496, 0.731)
C (-0.361, -2.603, -0.885)
N (-0.352, 0.077, 3.899)
C (-3.073, 1.033, -0.389)
H (-2.324, -3.222, -1.455)
H (2.129, 3.779, -4.933)
H (0.794, -2.324, 3.114)
C (3.953, 3.172, -2.079)
H (-0.688, -3.810, 2.359)
C (-3.324, 0.249, -1.603)
C (3.640, 3.652, -3.400)
H (1.310, 2.783, 4.588)
Ir (-0.951, -0.937, 0.321)
C (0.766, -1.008, -2.622)
C (-1.286, -3.354, -1.781)
H (0.647, 1.554, 5.705)
H (0.835, 0.083, -2.594)
H (-2.139, 1.175, 1.554)
C (2.396, -0.192, 0.032)
H (2.192, 0.482, 0.873)
C (1.345, 2.870, -3.149)
H (-1.192, -2.996, -2.807)
H (2.200, 1.277, 4.873)
H (2.045, -1.183, 2.560)
C (2.363, 3.466, -3.909)
H (-1.913, -3.971, 1.085)
H (2.496, 0.441, -0.849)
H (0.561, 2.072, -1.441)
H (-1.060, -4.425, -1.748)
O (0.688, 1.477, 2.423)
H (-4.285, -0.294, -1.601)
C (1.523, 2.401, -1.822)
H (4.942, 3.331, -1.646)
H (-3.517, -1.368, 0.498)
C (1.300, -1.187, -0.081)
H (3.359, -0.689, 0.213)
H (-0.901, -0.354, 3.162)
C (-0.841, -3.975, 1.292)
C (2.979, 2.489, -1.446)
H (0.351, 2.775, -3.608)
C (-2.736, -0.902, 1.111)
H (-4.639, 2.475, -0.101)
H (-3.441, 2.902, -1.317)
H (4.419, 4.152, -3.996)
C (1.198, 1.713, 4.772)
H (-2.551, -0.509, -1.792)
C (1.534, -2.123, 2.335)
H (-0.443, -4.958, 1.026)

LUMO (alpha / beta) = -0.0746 / -0.2062 Ha
Spin multiplicity = 6
<S²> = 8.7744
E_tot = -1130.629462 hartree
Total charge = +1
Highest occupied orbital energy (alpha / beta) = -9.39 / -11.36 eV

Charges computed using Mulliken, reported in e: atom 1 (H): 0.386, atom 2 (C): -1.479, atom 3 (C): 0.809, atom 4 (C): 0.045, atom 5 (C): 0.770, atom 6 (C): 0.609, atom 7 (H): 0.342, atom 8 (H): 0.435, atom 9 (H): 0.477, atom 10 (H): 0.403, atom 11 (H): 0.295, atom 12 (H): 0.184, atom 13 (C): 0.306, atom 14 (C): 0.496, atom 15 (N): -0.154, atom 16 (C): 0.844, atom 17 (H): 0.308, atom 18 (H): 0.351, atom 19 (H): 0.447, atom 20 (C): -0.892, atom 21 (H): 0.367, atom 22 (C): -1.329, atom 23 (C): -0.209, atom 24 (H): 0.320, atom 25 (Ir): 0.183, atom 26 (C): -1.338, atom 27 (C): -1.395, atom 28 (H): 0.393, atom 29 (H): 0.076, atom 30 (H): 0.367, atom 31 (C): -1.377, atom 32 (H): 0.335, atom 33 (C): -0.184, atom 34 (H): 0.374, atom 35 (H): 0.278, atom 36 (H): 0.371, atom 37 (C): -0.582, atom 38 (H): 0.353, atom 39 (H): 0.313, atom 40 (H): 0.829, atom 41 (H): 0.387, atom 42 (O): -0.553, atom 43 (H): 0.302, atom 44 (C): -0.326, atom 45 (H): 0.403, atom 46 (H): 0.423, atom 47 (C): 0.711, atom 48 (H): 0.322, atom 49 (H): -0.099, atom 50 (C): -1.396, atom 51 (C): -0.048, atom 52 (H): 0.381, atom 53 (C): -1.507, atom 54 (H): 0.303, atom 55 (H): 0.369, atom 56 (H): 0.354, atom 57 (C): -1.240, atom 58 (H): 0.172, atom 59 (C): -1.436, atom 60 (H): 0.350



[2]
Below is a single C23H34N2O3 molecule, with properties calculated with ωB97M-V/def2-TZVPD.

Cartesian coordinates (Å):
C (-0.056, 0.936, -1.153)
C (0.474, 0.629, -2.590)
O (1.182, 1.662, -3.224)
H (3.566, -0.462, -2.905)
H (-7.180, 3.212, 2.211)
C (3.542, -1.357, 1.072)
H (0.726, -2.007, 0.212)
H (1.639, -0.455, 1.699)
H (5.409, -1.057, 2.193)
H (-4.072, 0.847, 3.920)
C (3.468, -2.449, -0.909)
H (-1.320, 1.314, -3.688)
H (5.494, -3.408, -1.234)
C (1.387, -0.576, -2.705)
H (-2.534, 1.256, 3.155)
H (-1.742, 0.736, 0.842)
H (-6.125, 1.472, 0.839)
H (2.245, -1.719, 2.781)
C (-4.239, 1.365, 1.824)
H (0.096, 1.976, -0.859)
C (-3.814, 0.045, 1.134)
H (0.934, -3.200, 1.463)
H (2.929, -4.124, 0.432)
H (-5.584, 3.792, 1.742)
C (-0.988, 0.493, -3.051)
H (0.293, 0.275, -0.358)
C (1.479, -2.496, 0.832)
C (2.413, -3.341, -0.127)
H (-5.860, 3.184, 3.374)
H (3.747, -2.417, 1.159)
C (-2.718, 0.808, 0.363)
H (-1.261, -0.461, -3.505)
C (4.991, -0.899, 1.196)
H (5.149, 0.145, 0.924)
C (-2.624, 0.539, -1.118)
H (2.897, 2.209, -2.185)
H (6.731, -2.006, 0.280)
C (2.182, -1.399, 1.740)
C (-3.438, 2.132, 0.737)
C (-3.595, 1.512, 3.196)
H (-4.573, -0.316, 0.440)
C (3.026, 0.052, -0.896)
H (-2.808, 2.959, 1.067)
H (-3.673, 2.535, 3.568)
O (-3.604, 0.290, -1.805)
H (-6.219, 0.882, 2.488)
H (1.356, -0.951, -3.731)
H (1.766, -3.855, -0.840)
H (1.112, -1.385, -2.028)
N (3.239, -1.154, -0.348)
O (3.005, 1.069, -0.211)
H (-4.082, 2.462, -0.080)
C (-6.110, 3.031, 2.324)
C (2.578, 1.490, -2.938)
C (2.752, 0.060, -2.401)
H (3.125, 1.656, -3.866)
C (5.656, -1.884, 0.208)
C (4.971, -2.662, -0.647)
H (3.276, -2.484, -1.982)
H (-3.485, -0.768, 1.783)
N (-1.393, 0.635, -1.659)
C (-5.738, 1.631, 1.849)

LUMO = 0.0217 Ha
Spin multiplicity = 1
Energy above the lowest of the compared OMol25 structures with the same formula, charge and spin = 4.0546 eV
E_tot = -1231.952961 hartree
Total charge = 0
Highest occupied orbital energy = -9.06 eV

Charges computed using Mulliken, reported in e: atom 1 (C): -0.567, atom 2 (C): 1.668, atom 3 (O): -0.573, atom 4 (H): 0.803, atom 5 (H): 0.403, atom 6 (C): -0.284, atom 7 (H): -0.027, atom 8 (H): 0.216, atom 9 (H): 0.472, atom 10 (H): 0.374, atom 11 (C): 0.043, atom 12 (H): 0.331, atom 13 (H): 0.465, atom 14 (C): -1.125, atom 15 (H): 0.425, atom 16 (H): 0.210, atom 17 (H): 0.405, atom 18 (H): 0.424, atom 19 (C): 1.816, atom 20 (H): 0.170, atom 21 (C): -1.642, atom 22 (H): 0.586, atom 23 (H): 0.525, atom 24 (H): 0.302, atom 25 (C): -1.261, atom 26 (H): -0.217, atom 27 (C): -0.248, atom 28 (C): -1.220, atom 29 (H): 0.306, atom 30 (H): 0.299, atom 31 (C): 1.499, atom 32 (H): 0.316, atom 33 (C): -0.996, atom 34 (H): 0.324, atom 35 (C): -0.415, atom 36 (H): 0.367, atom 37 (H): 0.459, atom 38 (C): -0.823, atom 39 (C): -1.346, atom 40 (C): -1.887, atom 41 (H): 0.400, atom 42 (C): -0.466, atom 43 (H): 0.260, atom 44 (H): 0.420, atom 45 (O): -0.736, atom 46 (H): 0.380, atom 47 (H): 0.375, atom 48 (H): 0.430, atom 49 (H): 0.481, atom 50 (N): 0.540, atom 51 (O): -0.657, atom 52 (H): 0.427, atom 53 (C): -1.247, atom 54 (C): -1.053, atom 55 (C): 0.267, atom 56 (H): 0.306, atom 57 (C): -0.572, atom 58 (C): -0.631, atom 59 (H): 0.685, atom 60 (H): 0.325, atom 61 (N): 0.298, atom 62 (C): -0.812



[3]
Below is a single C23H34N4O2 molecule, with properties calculated with ωB97M-V/def2-TZVPD.

Cartesian coordinates (Å):
H (-4.560, -2.661, 0.344)
H (2.364, 0.737, -2.836)
C (0.849, -2.207, -0.632)
C (-5.658, -1.906, -1.393)
H (-1.936, -1.502, -3.447)
H (0.756, 0.154, 0.871)
H (0.316, -2.900, 0.014)
C (5.540, 3.073, 4.732)
H (5.118, 4.060, 4.860)
H (-7.436, -1.986, -0.135)
H (3.286, -0.033, -0.219)
H (-4.882, -3.953, -0.831)
C (-6.488, -2.347, -2.619)
H (6.536, 1.553, 6.019)
N (4.344, 3.655, 2.299)
C (-4.693, -2.887, -0.715)
H (-6.867, -3.363, -2.490)
N (2.771, 0.589, -0.814)
H (7.315, 2.218, 3.718)
N (4.222, 2.402, 2.766)
H (0.460, -1.337, -3.589)
C (-0.040, -0.443, -3.206)
N (-1.301, -1.308, -1.439)
C (-0.200, -0.220, 0.501)
C (-4.449, -1.016, -1.749)
C (-1.465, -0.773, -2.790)
H (3.846, 4.493, 0.446)
H (2.534, -0.906, -2.224)
H (1.048, -2.702, -1.584)
H (5.079, 1.080, 4.114)
H (7.534, 3.931, 4.281)
C (-2.229, -2.068, -0.798)
O (2.284, 2.738, -1.302)
H (3.512, 0.532, 2.094)
C (3.418, 2.321, 0.733)
C (-3.544, -2.255, -1.519)
H (0.244, 1.021, -1.672)
H (-4.440, -0.522, -2.720)
O (-2.062, -2.501, 0.334)
C (0.007, -0.945, -0.827)
C (3.869, 3.613, 1.066)
H (3.700, 1.986, 4.744)
H (-0.862, 0.637, 0.362)
H (-3.390, -2.790, -2.459)
C (3.690, 1.570, 1.857)
C (-7.550, -1.299, -2.216)
H (-8.597, -1.581, -2.308)
H (-6.824, -0.325, -0.288)
C (0.599, 0.010, -1.897)
H (-2.084, 0.130, -2.784)
H (-4.264, -0.274, -0.965)
C (-6.929, -1.283, -0.799)
C (4.606, 2.064, 4.138)
C (6.526, 2.605, 5.761)
H (6.744, 3.264, 6.590)
H (-6.026, -2.264, -3.604)
H (-0.637, -0.886, 1.241)
H (0.002, 0.324, -3.979)
C (2.776, 1.924, -0.540)
C (2.115, 0.076, -2.002)
H (-7.393, -0.350, -2.731)
H (1.804, -1.968, -0.160)
C (6.994, 3.001, 4.393)

LUMO = 0.0212 Ha
Spin multiplicity = 1
Energy above the lowest of the compared OMol25 structures with the same formula, charge and spin = 2.9835 eV
E_tot = -1266.285013 hartree
Total charge = 0
Highest occupied orbital energy = -9.09 eV

Charges computed using Mulliken, reported in e: atom 1 (H): 0.319, atom 2 (H): 0.403, atom 3 (C): -1.995, atom 4 (C): 1.527, atom 5 (H): 0.478, atom 6 (H): 0.284, atom 7 (H): 0.491, atom 8 (C): -0.036, atom 9 (H): 0.439, atom 10 (H): 0.309, atom 11 (H): 0.325, atom 12 (H): 0.360, atom 13 (C): -1.060, atom 14 (H): 0.230, atom 15 (N): -0.872, atom 16 (C): -1.262, atom 17 (H): 0.335, atom 18 (N): 0.047, atom 19 (H): 0.207, atom 20 (N): 0.661, atom 21 (H): 0.361, atom 22 (C): -1.254, atom 23 (N): 0.363, atom 24 (C): -1.812, atom 25 (C): -1.379, atom 26 (C): -0.555, atom 27 (H): 0.506, atom 28 (H): 0.448, atom 29 (H): 0.408, atom 30 (H): 0.340, atom 31 (H): 0.255, atom 32 (C): -0.120, atom 33 (O): -0.679, atom 34 (H): 0.487, atom 35 (C): 0.490, atom 36 (C): 0.439, atom 37 (H): 0.569, atom 38 (H): 0.354, atom 39 (O): -0.662, atom 40 (C): 0.869, atom 41 (C): -0.905, atom 42 (H): 0.235, atom 43 (H): 0.435, atom 44 (H): 0.534, atom 45 (C): 0.012, atom 46 (C): -0.518, atom 47 (H): 0.367, atom 48 (H): 0.307, atom 49 (C): 0.912, atom 50 (H): 0.276, atom 51 (H): 0.354, atom 52 (C): -0.899, atom 53 (C): -0.773, atom 54 (C): -0.634, atom 55 (H): 0.264, atom 56 (H): 0.290, atom 57 (H): 0.475, atom 58 (H): 0.471, atom 59 (C): 0.139, atom 60 (C): -2.038, atom 61 (H): 0.221, atom 62 (H): 0.363, atom 63 (C): -0.503